Entry 1:
ORCA calculation (the ωB97M-V functional and the def2-TZVPD basis) on a structure of composition C42H45AsBrClF4N2O5PPbSSi.

Each line ends with the Löwdin charge.
Atoms and positions in Å:
Pb  -0.97  -1.27  0.40  1.13
F  -1.38  5.16  -6.54  0.15
C  -0.96  4.54  -5.45  -0.14
C  0.37  4.13  -5.41  -0.11
F  1.15  4.40  -6.47  0.14
C  0.83  3.38  -4.33  -0.22
F  2.11  2.97  -4.38  0.08
C  0.06  3.01  -3.27  -0.31
P  0.66  1.92  -1.88  1.10
C  1.94  2.93  -1.15  -0.39
C  1.61  3.44  0.06  -0.13
C  2.37  4.48  0.61  -0.10
C  3.42  5.02  -0.11  -0.06
C  3.78  4.46  -1.37  -0.05
C  3.12  3.34  -1.84  -0.07
C  1.60  0.65  -2.81  -0.36
C  2.71  0.06  -2.21  -0.09
C  3.43  -0.97  -2.87  -0.05
C  2.99  -1.47  -4.09  -0.10
C  1.91  -0.86  -4.70  -0.10
C  1.22  0.18  -4.08  -0.09
C  -1.26  3.46  -3.34  -0.51
Br  -2.47  2.78  -2.03  0.93
C  -1.77  4.20  -4.42  -0.24
F  -3.08  4.50  -4.50  0.08
H  0.62  3.15  0.47  0.07
H  2.10  4.91  1.56  0.11
H  3.84  5.97  0.23  0.11
H  4.57  4.94  -2.00  0.13
H  3.37  2.90  -2.78  0.09
H  2.99  0.41  -1.27  0.03
H  4.32  -1.31  -2.36  0.10
H  3.60  -2.24  -4.57  0.11
H  1.66  -1.20  -5.71  0.12
H  0.36  0.60  -4.57  0.11
C  -4.31  2.24  1.11  -0.01
N  -2.96  2.76  1.09  -0.20
C  -2.71  4.17  0.95  -0.07
C  -1.96  1.87  1.09  -0.29
O  -2.10  0.63  1.05  -0.16
H  -4.74  2.46  2.09  0.10
H  -4.23  1.14  0.97  0.09
H  -4.88  2.80  0.35  0.10
H  -3.37  4.54  0.18  0.07
H  -1.70  4.33  0.62  0.07
H  -2.90  4.69  1.89  0.11
H  -0.97  2.28  1.10  0.11
N  -2.67  -1.66  1.61  0.03
C  -2.32  -1.87  2.83  -0.34
C  -3.33  -1.68  3.87  -0.16
C  -4.42  -0.84  3.59  -0.01
C  -5.39  -0.56  4.54  -0.05
C  -5.28  -1.13  5.81  -0.08
C  -4.26  -2.01  6.10  -0.07
C  -3.25  -2.26  5.15  0.00
C  -0.94  -2.33  3.19  -0.26
C  -0.51  -3.54  2.63  -0.07
C  0.69  -4.07  3.09  -0.06
C  1.47  -3.37  3.99  -0.08
C  1.03  -2.16  4.52  -0.08
C  -0.16  -1.60  4.08  -0.03
H  -4.47  -0.21  2.69  0.10
H  -6.14  0.12  4.33  0.08
H  -5.96  -0.89  6.63  0.12
H  -4.19  -2.37  7.13  0.11
H  -2.50  -2.95  5.45  0.11
H  -1.05  -4.02  1.82  0.09
H  1.03  -5.01  2.79  0.09
H  2.38  -3.83  4.40  0.13
H  1.65  -1.65  5.26  0.12
H  -0.49  -0.62  4.45  0.14
O  -3.10  -1.21  -3.47  -0.28
Cl  -3.05  -1.18  -2.04  0.69
O  -3.13  -2.54  -1.52  -0.38
O  -3.96  -0.32  -1.39  -0.29
O  -1.68  -0.65  -1.66  -0.52
C  -0.76  -3.14  -3.69  -0.25
As  -0.61  -4.33  -2.21  0.84
C  0.54  -5.74  -2.73  -0.26
C  -2.13  -5.20  -1.46  -0.24
S  0.41  -3.09  -0.72  0.27
H  -1.69  -3.22  -4.27  0.06
H  0.12  -3.38  -4.31  0.04
H  -0.63  -2.07  -3.32  0.03
H  1.49  -5.36  -3.17  0.06
H  -0.01  -6.27  -3.51  0.05
H  0.75  -6.37  -1.85  0.06
H  -1.89  -6.27  -1.29  0.06
H  -3.01  -5.08  -2.08  0.04
H  -2.41  -4.65  -0.57  0.02
C  5.09  0.41  0.59  -0.18
Si  3.76  0.28  1.87  0.39
C  3.75  1.82  2.90  -0.16
C  4.12  -1.13  2.95  -0.18
C  2.10  -0.08  1.05  -0.15
C  0.99  -0.48  0.73  -0.27
H  6.09  0.34  1.13  0.07
H  5.07  1.34  -0.03  0.04
H  5.03  -0.48  -0.03  0.02
H  4.73  1.90  3.41  0.05
H  2.96  1.75  3.59  0.01
H  3.64  2.81  2.42  0.02
H  5.13  -1.13  3.46  0.07
H  4.06  -2.01  2.29  0.05
H  3.28  -1.24  3.67  0.01

Results
ΔE to the lowest compared entry with this formula, charge and spin = 120.2 kJ/mol
highest occupied orbital energy = -10.43 eV
multiplicity = 1
electronic energy = -245007.945 eV
total charge = +1

Entry 2:
ORCA calculation (the ωB97M-V functional and the def2-TZVPD basis) on an isolated molecule of C5H8O.

Each line ends with the natural charge from an NBO analysis.
Atoms and positions in Å:
C  1.07  0.91  0.13  -0.60
C  1.24  -0.43  -0.59  0.14
C  0.55  -1.06  0.63  -0.61
C  -0.11  0.31  0.93  0.09
O  -1.32  0.50  0.23  -0.52
C  -1.33  -0.01  -1.08  -0.24
H  1.96  1.03  0.76  0.26
H  0.91  1.82  -0.46  0.23
H  -0.30  -0.20  -1.49  0.19
H  1.34  -1.29  1.35  0.26
H  -0.08  -1.94  0.50  0.23
H  -0.29  0.62  1.96  0.20
H  -1.79  0.72  -1.75  0.20
H  -1.86  -0.97  -1.13  0.18

Results
ΔE to the lowest compared entry with this formula, charge and spin = 505.2 kJ/mol
highest occupied orbital energy = -8.55 eV
multiplicity = 1
electronic energy = -7357.019 eV
total charge = 0

Entry 3:
ORCA calculation (the ωB97M-V functional and the def2-TZVPD basis) on a cluster of 2 separate species, C7H9N in total.

Each line ends with the natural charge from an NBO analysis.
Atoms and positions in Å:
C  0.12  0.00  0.26  -0.16
C  1.34  0.66  0.03  0.01
C  -1.33  -0.75  -1.42  0.41
C  1.78  1.04  1.43  -0.55
C  0.80  0.34  2.39  -0.48
C  -0.36  0.05  1.50  -0.06
C  -0.62  -0.77  -2.76  -0.73
N  -2.56  -0.64  -1.24  -0.70
H  2.92  0.55  1.53  0.24
H  1.89  2.16  1.38  0.27
H  1.19  -0.54  2.85  0.24
H  0.61  0.96  3.44  0.21
H  -1.27  -0.14  1.91  0.22
H  -1.20  -1.12  -3.56  0.22
H  -0.42  0.18  -3.19  0.24
H  0.37  -1.30  -2.61  0.24
H  -3.25  -0.67  -1.94  0.37

Results
ΔE to the lowest compared entry with this formula, charge and spin = 826.3 kJ/mol
highest occupied orbital energy = -7.70 eV
multiplicity = 1
electronic energy = -8886.592 eV
total charge = 0

Entry 4:
ORCA calculation (the ωB97M-V functional and the def2-TZVPD basis) on a structure of composition C16H44N4O8SSr.

Each line ends with the Löwdin charge.
Atoms and positions in Å:
Sr  -0.76  0.75  -0.40  1.49
S  -3.65  0.70  -1.35  0.21
O  -4.23  1.48  -0.27  -0.37
O  -4.64  0.26  -2.38  -0.38
O  -2.55  1.46  -1.96  -0.48
O  -2.89  -0.36  -0.68  -0.53
C  -1.25  -3.83  -1.71  -0.01
C  -0.39  -2.70  -1.11  -0.42
C  1.06  -2.98  -1.02  -0.20
O  1.71  -1.91  -0.39  -0.22
C  3.09  -2.05  -0.39  -0.13
N  -0.73  -1.43  -1.72  -0.01
H  -2.31  -3.58  -1.67  0.10
H  -1.07  -4.73  -1.12  0.07
H  -0.98  -4.03  -2.75  0.08
H  -0.76  -2.72  -0.08  0.10
H  1.51  -3.14  -2.00  0.14
H  1.28  -3.92  -0.51  0.11
H  3.52  -1.73  -1.34  0.09
H  3.45  -3.05  -0.16  0.10
H  3.54  -1.52  0.45  0.09
H  -0.70  -1.59  -2.72  0.09
H  -1.72  -1.38  -1.57  0.03
C  0.25  -0.43  3.57  -0.05
C  -0.16  -1.52  2.56  -0.38
C  -0.88  -2.81  3.17  -0.15
O  -1.10  -3.77  2.14  -0.19
C  0.08  -4.57  1.83  -0.08
N  -1.07  -0.91  1.59  -0.01
H  0.98  -0.75  4.30  0.08
H  -0.56  0.03  4.15  0.08
H  0.75  0.37  3.03  0.05
H  0.75  -1.86  2.08  0.11
H  -1.88  -2.58  3.56  0.13
H  -0.29  -3.24  3.98  0.12
H  0.38  -5.26  2.62  0.08
H  1.03  -4.04  1.71  0.07
H  -0.11  -5.24  0.99  0.08
H  -1.38  -1.76  1.13  0.05
H  -1.83  -0.56  2.16  0.08
C  -0.31  3.31  2.50  -0.04
C  -1.62  3.30  1.73  -0.41
C  -1.59  4.01  0.40  -0.18
O  -0.76  3.31  -0.52  -0.29
C  -0.61  4.06  -1.73  -0.08
N  -2.11  1.96  1.48  -0.02
H  -0.38  2.61  3.34  0.07
H  -0.05  4.32  2.81  0.08
H  0.55  2.95  1.94  0.06
H  -2.38  3.82  2.33  0.14
H  -1.15  5.00  0.53  0.13
H  -2.58  4.19  -0.01  0.14
H  -0.40  3.53  -2.66  0.07
H  0.31  4.64  -1.59  0.09
H  -1.38  4.75  -2.06  0.10
H  -2.90  2.02  0.86  0.02
H  -2.49  1.57  2.33  0.09
C  3.97  1.50  -0.70  -0.04
C  2.42  1.71  -0.85  -0.36
C  1.94  1.17  -2.24  -0.16
O  0.54  1.36  -2.42  -0.34
C  0.05  1.23  -3.75  -0.10
N  1.79  0.94  0.22  -0.02
H  4.37  1.92  0.22  0.08
H  4.51  1.97  -1.52  0.08
H  4.21  0.45  -0.82  0.06
H  2.18  2.77  -0.76  0.14
H  2.10  0.11  -2.40  0.13
H  2.48  1.76  -2.98  0.13
H  0.00  0.21  -4.13  0.09
H  0.44  1.88  -4.52  0.10
H  -1.01  1.50  -3.83  0.09
H  2.33  1.11  1.06  0.08
H  2.01  -0.03  0.04  0.03

Results
ΔE to the lowest compared entry with this formula, charge and spin = 90.4 kJ/mol
highest occupied orbital energy = -7.20 eV
multiplicity = 1
electronic energy = -51318.138 eV
total charge = 0